Formula: C32H31BrF4N3O3PRe
Source: the Open Molecules 2025 dataset
Level of theory: wB97M-V/def2-TZVPD

- Kohn-Sham gap (alpha / beta) (eV) = 7.58 / 7.84
- spin multiplicity = 2
- total charge = +2
- relative energy (zero: lowest compared OMol25 entry of this formula, charge and spin) (eV) = 0.000

Positions of all 76 atoms, in Å:
Re -0.0118 0.8500 -0.2336
C -3.3187 -1.2311 -4.0381
N -2.9685 -0.9717 -2.6403
C -4.0557 -1.1581 -1.6755
C -1.7563 -0.6586 -2.2414
O -1.4992 -0.4821 -1.0173
C -0.6439 -0.5095 -3.2745
O 0.6249 -0.4017 -2.6748
C 1.2943 -1.6136 -2.4125
C 1.3976 -1.8797 -0.9180
O 1.0957 -0.9694 -0.1098
N 1.8687 -3.0366 -0.5085
C 2.0214 -3.3308 0.9173
C 2.2960 -4.0834 -1.4409
H -3.3521 -2.3039 -4.2307
H -2.6241 -0.7554 -4.7223
H -4.3052 -0.8132 -4.2249
H -4.3198 -2.2144 -1.6245
H -4.9226 -0.5927 -2.0112
H -3.7449 -0.8108 -0.6980
H -0.8062 0.4038 -3.8507
H -0.6712 -1.3515 -3.9704
H 2.3133 -1.5231 -2.7992
H 0.8172 -2.4570 -2.9186
H 1.5555 -2.5482 1.5052
H 3.0813 -3.3951 1.1623
H 1.5450 -4.2857 1.1337
H 2.8108 -3.6617 -2.3008
H 1.4485 -4.6851 -1.7700
H 2.9975 -4.7308 -0.9219
F 1.5226 0.5891 6.7616
C 1.6166 0.8125 5.4699
C 2.6981 1.5091 4.9558
F 3.6426 1.9555 5.7582
C 2.7754 1.7311 3.5894
F 3.8247 2.4095 3.1317
C 1.8086 1.2719 2.7037
P 1.9133 1.6670 0.9259
C 2.1698 3.4537 0.8403
C 3.3952 3.9964 0.4642
C 3.5393 5.3738 0.3843
C 2.4725 6.2052 0.6948
C 1.2547 5.6649 1.0879
C 1.0997 4.2913 1.1544
C 3.4110 0.8674 0.2911
C 4.3400 0.1981 1.0769
C 5.4443 -0.4057 0.4862
C 5.6255 -0.3380 -0.8862
C 4.6955 0.3278 -1.6782
C 3.5884 0.9194 -1.0939
C 0.7241 0.5986 3.2549
Br -0.7608 0.0152 2.2099
C 0.6232 0.3605 4.6108
F -0.4200 -0.2846 5.1141
H 4.2354 3.3534 0.2367
H 4.4903 5.7973 0.0906
H 2.5918 7.2790 0.6374
H 0.4253 6.3142 1.3348
H 0.1433 3.8711 1.4464
H 4.2168 0.1334 2.1492
H 6.1689 -0.9179 1.1050
H 6.4943 -0.7961 -1.3400
H 4.8410 0.3927 -2.7491
H 2.8583 1.4282 -1.7155
N -0.2812 2.3513 -0.9994
C -0.3258 3.6100 -1.5768
C 0.7471 4.0616 -2.3462
C 0.7058 5.3403 -2.8694
C -0.4012 6.1506 -2.6435
C -1.4704 5.6895 -1.8854
C -1.4372 4.4190 -1.3380
H 1.6055 3.4218 -2.5059
H 1.5367 5.7089 -3.4555
H -0.4305 7.1482 -3.0607
H -2.3270 6.3270 -1.7131
H -2.2471 4.0496 -0.7233

***

Formula: C32H31F15NO18PS
Source: the Open Molecules 2025 dataset
Level of theory: wB97M-V/def2-TZVPD

- SMILES string = C#CC[PH](S)(CCC(F)(F)C(F)(F)C(F)(F)C(F)(F)F)c1ccncc1.O=C1OC[C@@H](F)O1.O=C1OC[C@@H](F)O1.O=C1OC[C@@H](F)O1.O=C1OC[C@@H](F)O1.O=C1OC[C@@H](F)O1.O=C1OC[C@@H](F)O1
- Kohn-Sham gap (eV) = 8.09
- relative energy (zero: lowest compared OMol25 entry of this formula, charge and spin) (eV) = 15.714

Positions of all 99 atoms, in Å:
C 5.0068 -2.1553 2.7523
C 4.4490 -2.0478 1.4423
C 3.5651 -2.0401 0.0225
P 1.7405 -2.4249 0.4575
S 2.2351 -4.5276 0.2196
C 0.2921 -2.5945 -0.7742
C -1.1132 -2.7356 0.0794
C -2.2834 -1.6713 -0.3554
F -3.1813 -2.3646 -1.3530
F -1.7937 -0.4166 -0.9714
C -3.1484 -1.3527 1.0366
F -2.2362 -0.5679 1.9392
F -3.3610 -2.6862 1.7049
C -4.5540 -0.5539 0.7652
F -4.6818 0.0576 -0.5776
F -4.5763 0.5890 1.7530
C -5.8904 -1.4658 1.1021
F -5.9412 -2.7200 0.2902
F -7.1447 -0.7062 0.7397
F -6.0102 -1.7212 2.5790
C 1.4774 -0.5545 0.7321
C 1.2104 0.5615 -0.4861
C 1.0645 2.1079 0.0014
N 1.1418 2.7292 1.3540
C 1.3493 1.7892 2.4920
C 1.5206 0.1967 2.2142
H 5.1240 -2.3083 3.9260
H 4.0140 -2.7928 -0.7642
H 3.6438 -0.9299 -0.3995
H 1.4296 -2.7096 1.8647
H 1.1432 -5.2983 0.6644
H 0.4393 -3.6468 -1.3185
H 0.2617 -1.7973 -1.6304
H -1.5442 -3.8359 -0.0899
H -0.8354 -2.6474 1.2162
H 1.1371 0.2147 -1.6197
H 0.8596 2.8800 -0.8889
H 1.4320 2.1804 3.6165
H 1.7029 -0.4978 3.1617
C -7.9253 2.9399 0.5438
C -8.7501 2.1328 1.4872
O -9.9518 2.8633 1.5822
C -10.0754 3.5000 0.3838
O -11.1100 4.0047 -0.0195
O -8.8995 3.4973 -0.3153
F -8.1794 2.0907 2.7120
H -7.3777 3.7462 1.0430
H -7.2138 2.3267 -0.0159
H -8.9636 1.1162 1.1401
C -4.4286 -1.6816 -4.0314
C -3.4967 -1.1734 -5.0778
O -3.3672 -2.2639 -5.9615
C -4.5465 -2.9397 -5.8659
O -4.9233 -3.7760 -6.6700
O -5.2602 -2.5605 -4.7621
F -2.2807 -0.9050 -4.5515
H -3.9149 -2.2405 -3.2419
H -5.0133 -0.8808 -3.5707
H -3.8681 -0.2994 -5.6235
C 0.9430 6.7967 -0.9207
C 2.2495 7.4983 -0.7705
O 3.0719 6.5346 -0.1527
C 2.5848 5.3326 -0.5703
O 3.1900 4.2779 -0.4739
O 1.3371 5.4537 -1.1182
F 2.1352 8.5574 0.0619
H 0.3203 6.8638 -0.0223
H 0.3682 7.1661 -1.7743
H 2.7004 7.8148 -1.7171
C 4.9094 -8.4175 0.6482
C 4.0846 -9.2246 1.5916
O 2.8829 -8.4941 1.6866
C 2.7593 -7.8574 0.4882
O 1.7248 -7.3527 0.0848
O 3.9352 -7.8600 -0.2109
F 4.6553 -9.2667 2.8164
H 5.4570 -7.6112 1.1474
H 5.6209 -9.0307 0.0885
H 3.8711 -10.2412 1.2444
C 4.8743 1.4985 6.6965
C 3.7279 1.6830 5.7619
O 3.7325 0.4989 4.9971
C 4.2531 -0.4533 5.8211
O 4.1663 -1.6534 5.6209
O 4.8784 0.1005 6.9045
F 3.9460 2.7272 4.9313
H 5.8309 1.8032 6.2589
H 4.7330 2.0347 7.6389
H 2.7582 1.7972 6.2580
C 3.6850 3.8729 -4.8438
C 4.3491 4.8249 -5.7788
O 4.0755 6.0868 -5.2135
C 3.9642 5.8590 -3.8747
O 4.0027 6.7343 -3.0260
O 3.8119 4.5280 -3.5978
F 3.7794 4.7744 -7.0037
H 2.6235 3.7272 -5.0707
H 4.1769 2.8966 -4.8253
H 5.4322 4.6872 -5.8652

***

Formula: C32H31F5N3O4S2SeW
Source: the Open Molecules 2025 dataset
Level of theory: wB97M-V/def2-TZVPD

- Kohn-Sham gap (alpha / beta) (eV) = 6.44 / 6.47
- spin multiplicity = 2
- total charge = +2
- relative energy (zero: lowest compared OMol25 entry of this formula, charge and spin) (eV) = 1.123

Positions of all 79 atoms, in Å:
W 0.0467 -0.1997 -0.1342
O 1.2110 1.6389 0.0057
S 2.3893 2.5987 0.1764
C 1.8754 4.1477 -0.6890
C 0.5165 4.7178 -0.3141
C -0.6605 3.8583 -0.8169
C -1.4721 3.2386 0.3136
S -2.4816 1.8557 -0.3796
O -1.4846 1.0502 -1.1832
C -2.6126 0.8790 1.1390
C -3.8302 0.7008 1.7718
C -3.9004 -0.0934 2.9081
C -2.7533 -0.7165 3.3942
C -1.5378 -0.5592 2.7566
C -1.4510 0.2139 1.5859
C 2.2443 3.1636 1.8906
C 2.9123 4.3055 2.3063
C 2.9260 4.6314 3.6512
C 2.3130 3.8036 4.5797
C 1.6494 2.6625 4.1582
C 1.6224 2.3360 2.8132
H 1.9132 3.9204 -1.7544
H 2.6757 4.8497 -0.4598
H 0.4488 5.7081 -0.7675
H 0.4541 4.8514 0.7680
H -0.2691 3.0517 -1.4471
H -1.3232 4.4604 -1.4391
H -2.1731 3.9466 0.7526
H -0.8265 2.8427 1.0978
H -4.7161 1.1903 1.3961
H -4.8378 -0.2146 3.4260
H -2.8102 -1.3150 4.2887
H -0.6375 -1.0194 3.1604
H -0.4232 0.6583 1.3453
H 3.4282 4.9386 1.6022
H 3.4379 5.5228 3.9754
H 2.3726 4.0322 5.6324
H 1.1829 2.0122 4.8822
H 1.1509 1.4135 2.4901
O 1.2089 -0.4292 -1.8923
N 1.3308 -1.2775 -2.8894
C 0.3483 -2.1553 -3.1643
C 0.4955 -3.0908 -4.1631
C 1.6705 -3.1388 -4.9000
C 2.6648 -2.2096 -4.6128
C 2.4655 -1.2785 -3.6196
H -0.5369 -2.0739 -2.5476
H -0.3024 -3.7890 -4.3497
H 1.8093 -3.8813 -5.6694
H 3.5993 -2.2236 -5.1500
H 3.1932 -0.5278 -3.3513
F 6.6695 -0.8244 -1.8307
C 5.5617 -0.9614 -1.1151
C 4.6373 -1.9563 -1.4403
F 4.8746 -2.7751 -2.4663
C 3.4599 -2.0600 -0.7133
F 2.5029 -2.9383 -1.0645
C 3.1904 -1.2178 0.3561
Se 1.5963 -1.4472 1.3755
C 4.1277 -0.2427 0.6687
F 3.8404 0.6033 1.6683
C 5.2986 -0.0865 -0.0613
F 6.1454 0.8994 0.2202
N -1.2909 -1.6699 -0.4325
C -2.2530 -2.3189 -0.6425
N -3.3354 -2.9650 -0.8735
C -3.4060 -4.3897 -1.1826
C -4.4049 -5.0726 -0.2300
O -5.6442 -4.4117 -0.2241
C -5.5134 -3.0779 0.1834
C -4.6334 -2.2997 -0.8054
H -2.4170 -4.8395 -1.0837
H -3.7594 -4.4928 -2.2164
H -3.9812 -5.1048 0.7855
H -4.6033 -6.0900 -0.5708
H -5.0665 -3.0199 1.1899
H -6.5195 -2.6591 0.2091
H -4.4991 -1.2689 -0.4801
H -5.0923 -2.3182 -1.7987